{
  "formula": "C18H35BF9O9S",
  "method": "ωB97M-V with the def2-TZVPD basis set",
  "symbols": ["C", "C", "B", "C", "C", "C", "F", "F", "C", "F", "F", "S", "F", "F", "F", "F", "F", "H", "H", "H", "H", "H", "H", "H", "H", "H", "H", "H", "C", "C", "O", "C", "O", "O", "C", "H", "H", "H", "H", "H", "H", "H", "H", "C", "C", "O", "C", "O", "O", "C", "H", "H", "H", "H", "H", "H", "H", "H", "C", "C", "O", "C", "O", "O", "C", "H", "H", "H", "H", "H", "H", "H", "H"],
  "xyz": [[-2.361, 5.793, 3.029], [-2.956, 6.567, 1.844], [-2.239, 6.288, 0.386], [-2.896, 5.013, -0.443], [-2.420, 3.627, 0.046], [-1.413, 2.941, -0.845], [-0.634, 2.054, -0.171], [-0.550, 3.857, -1.377], [-1.999, 2.216, -2.091], [-1.006, 2.033, -3.005], [-2.987, 2.941, -2.664], [-2.663, 0.460, -1.741], [-2.841, 0.747, -0.210], [-4.168, 0.900, -1.995], [-2.538, 0.086, -3.292], [-1.201, -0.069, -1.498], [-3.190, -1.014, -1.474], [-2.515, 4.725, 2.912], [-1.302, 6.009, 3.076], [-2.794, 6.108, 3.980], [-2.810, 7.625, 2.071], [-4.039, 6.425, 1.804], [-2.400, 7.299, -0.312], [-1.022, 6.126, 0.505], [-3.972, 5.049, -0.286], [-2.700, 5.150, -1.497], [-1.881, 3.766, 0.979], [-3.246, 2.955, 0.260], [-0.827, -2.812, -3.295], [0.014, -4.019, -3.650], [0.404, -4.021, -5.033], [1.404, -3.202, -5.340], [2.054, -2.551, -4.569], [1.615, -3.283, -6.655], [2.651, -2.423, -7.131], [-1.692, -2.746, -3.956], [-1.177, -2.884, -2.266], [-0.263, -1.888, -3.399], [-0.570, -4.928, -3.519], [0.899, -4.096, -3.019], [3.579, -2.593, -6.590], [2.351, -1.381, -7.033], [2.791, -2.664, -8.181], [1.497, 3.049, 7.244], [1.953, 4.263, 6.463], [2.669, 3.904, 5.277], [1.899, 3.487, 4.265], [0.703, 3.426, 4.275], [2.693, 3.191, 3.240], [1.995, 2.749, 2.068], [2.346, 2.401, 7.470], [1.033, 3.358, 8.181], [0.772, 2.468, 6.677], [2.660, 4.844, 7.054], [1.116, 4.911, 6.206], [1.256, 3.480, 1.749], [1.512, 1.792, 2.260], [2.743, 2.627, 1.291], [1.803, -6.916, -2.197], [2.381, -6.101, -1.060], [1.626, -6.257, 0.151], [1.831, -7.390, 0.812], [2.616, -8.253, 0.522], [1.055, -7.380, 1.895], [1.152, -8.557, 2.697], [0.751, -6.672, -2.344], [2.342, -6.709, -3.122], [1.870, -7.983, -1.992], [2.325, -5.039, -1.291], [3.426, -6.348, -0.877], [2.184, -8.752, 2.980], [0.744, -9.414, 2.163], [0.559, -8.369, 3.588]],
  "total_charge": -1,
  "e_lumo_ha": 0.0724,
  "homo_energy_ev": -4.79
}

{
  "formula": "C18H35BN3O6S",
  "method": "ωB97M-V with the def2-TZVPD basis set",
  "symbols": ["C", "C", "C", "O", "B", "C", "C", "C", "C", "S", "O", "O", "O", "C", "C", "C", "N", "C", "C", "H", "H", "H", "H", "H", "H", "H", "H", "H", "H", "H", "H", "H", "H", "H", "H", "H", "H", "H", "H", "H", "C", "C", "O", "N", "C", "H", "H", "H", "H", "H", "H", "H", "C", "C", "O", "N", "C", "H", "H", "H", "H", "H", "H", "H"],
  "xyz": [[1.826, -2.532, -0.386], [0.206, -2.562, 0.024], [-0.496, -1.074, -0.263], [0.623, -0.181, -0.663], [0.192, 1.222, -0.482], [1.081, 1.853, 0.770], [0.356, 1.712, 2.239], [0.625, 0.250, 2.979], [0.096, 0.425, 4.555], [-0.701, -1.141, 5.239], [0.202, -2.365, 4.953], [-2.126, -1.422, 4.692], [-0.859, -0.966, 6.962], [0.405, 2.027, -1.900], [-0.791, 2.342, -3.011], [-0.622, 3.172, -4.398], [0.705, 3.736, -4.776], [1.827, 3.445, -3.839], [1.871, 2.645, -2.422], [1.924, -2.328, -1.536], [2.295, -3.612, -0.200], [2.451, -1.797, 0.285], [0.109, -2.830, 1.160], [-0.338, -3.337, -0.666], [-1.192, -1.163, -1.220], [-1.116, -0.679, 0.649], [-0.958, 1.337, -0.193], [1.327, 3.010, 0.608], [2.109, 1.294, 0.782], [-0.822, 1.858, 2.210], [0.755, 2.528, 3.006], [0.005, -0.629, 2.520], [1.781, -0.038, 3.010], [1.007, 0.779, 5.236], [-0.724, 1.278, 4.593], [-1.537, -1.649, 7.292], [-1.875, 1.919, -2.767], [-1.555, 3.335, -5.088], [2.886, 3.884, -4.180], [2.862, 2.508, -1.783], [-4.866, 5.901, -2.844], [-3.576, 5.166, -3.080], [-3.517, 4.163, -3.787], [-2.447, 5.642, -2.481], [-2.307, 6.793, -1.622], [-5.674, 5.402, -3.386], [-5.111, 5.896, -1.778], [-4.785, 6.927, -3.212], [-1.620, 5.093, -2.688], [-1.589, 7.475, -2.084], [-1.911, 6.453, -0.662], [-3.253, 7.312, -1.463], [3.569, -7.375, 1.198], [2.754, -6.413, 0.380], [3.119, -5.257, 0.177], [1.576, -6.854, -0.145], [0.976, -8.162, -0.024], [4.479, -6.877, 1.547], [2.998, -7.702, 2.071], [3.859, -8.234, 0.588], [1.085, -6.148, -0.682], [0.848, -8.570, -1.029], [-0.005, -8.042, 0.443], [1.582, -8.844, 0.573]],
  "total_charge": -1,
  "relative_energy_kj_mol": 1025.7,
  "e_lumo_ha": 0.0782,
  "homo_energy_ev": -4.85
}

{
  "formula": "C18H35F7N3O7PSSbSeSiTeTi",
  "method": "ωB97M-V with the def2-TZVPD basis set",
  "symbols": ["Ti", "C", "Si", "C", "C", "N", "C", "C", "C", "C", "C", "C", "F", "H", "H", "H", "H", "H", "H", "H", "H", "H", "H", "H", "H", "H", "C", "N", "C", "C", "S", "N", "C", "C", "H", "H", "H", "H", "H", "H", "H", "H", "H", "H", "H", "H", "C", "C", "O", "P", "O", "Te", "O", "C", "C", "H", "H", "H", "H", "H", "H", "H", "H", "H", "H", "O", "Se", "O", "O", "O", "F", "Sb", "F", "F", "F", "F", "F"],
  "xyz": [[-0.404, -1.536, 0.181], [-3.380, -1.374, 2.127], [-1.745, -1.579, 3.035], [-1.677, -3.353, 3.708], [-1.889, -0.366, 4.497], [-0.288, -1.231, 2.086], [0.929, -1.037, 2.693], [1.243, -1.377, 4.022], [2.480, -1.111, 4.580], [3.491, -0.516, 3.841], [3.241, -0.203, 2.512], [1.997, -0.456, 1.990], [1.777, -0.116, 0.687], [-4.202, -1.549, 2.825], [-3.493, -2.084, 1.309], [-3.489, -0.372, 1.713], [-2.676, -3.659, 4.026], [-1.007, -3.467, 4.561], [-1.350, -4.039, 2.924], [-2.913, -0.394, 4.876], [-1.674, 0.658, 4.183], [-1.225, -0.611, 5.327], [0.496, -1.887, 4.611], [2.666, -1.393, 5.609], [4.453, -0.291, 4.281], [4.006, 0.228, 1.878], [1.743, 2.936, -0.025], [0.428, 3.383, -0.439], [0.405, 4.081, -1.711], [-0.703, 2.936, 0.162], [-0.712, 1.850, 1.417], [-1.876, 3.521, -0.346], [-3.084, 2.716, -0.224], [-2.080, 4.893, 0.094], [2.446, 3.768, -0.116], [2.078, 2.104, -0.650], [1.700, 2.602, 1.006], [1.052, 3.560, -2.422], [0.774, 5.106, -1.601], [-0.610, 4.100, -2.096], [-2.884, 1.710, -0.576], [-3.851, 3.157, -0.864], [-3.452, 2.666, 0.807], [-1.161, 5.469, -0.017], [-2.391, 4.930, 1.147], [-2.860, 5.351, -0.515], [4.592, 0.093, -1.669], [3.695, -0.831, -2.470], [2.380, -0.276, -2.489], [0.972, -1.051, -2.467], [0.223, -0.380, -1.350], [1.440, -3.407, -2.948], [0.349, -0.714, -3.886], [-0.118, 0.630, -4.167], [0.640, 1.152, -5.372], [5.568, -0.373, -1.532], [4.136, 0.280, -0.697], [4.718, 1.043, -2.188], [3.676, -1.826, -2.017], [4.047, -0.925, -3.502], [0.038, 1.264, -3.292], [-1.187, 0.568, -4.347], [1.711, 1.173, -5.163], [0.299, 2.158, -5.617], [0.472, 0.493, -6.224], [-2.707, -0.120, -2.637], [-2.571, -1.273, -1.555], [-3.910, -2.040, -1.245], [-1.933, -0.613, -0.178], [-1.364, -2.319, -2.121], [1.137, -2.403, -0.077], [-0.829, -4.349, -1.786], [-1.950, -4.601, -3.357], [-0.341, -6.196, -2.220], [-1.320, -3.003, 0.485], [0.165, -4.887, -0.164], [-2.356, -4.986, -0.860]],
  "total_charge": -1,
  "relative_energy_kj_mol": 306.1,
  "e_lumo_ha": 0.0537,
  "homo_energy_ev": -5.70
}

{
  "formula": "C18H35INO15P",
  "method": "ωB97M-V with the def2-TZVPD basis set",
  "symbols": ["O", "C", "O", "C", "C", "C", "P", "O", "I", "C", "C", "N", "H", "H", "H", "H", "H", "H", "H", "H", "H", "H", "H", "C", "O", "C", "O", "O", "C", "H", "H", "H", "H", "H", "H", "C", "O", "C", "O", "O", "C", "H", "H", "H", "H", "H", "H", "C", "O", "C", "O", "O", "C", "H", "H", "H", "H", "H", "H", "C", "O", "C", "O", "O", "C", "H", "H", "H", "H", "H", "H"],
  "xyz": [[-2.197, -0.150, 5.772], [-2.192, -0.359, 4.506], [-3.169, -1.132, 3.917], [-0.943, 0.284, 3.676], [-1.279, 0.331, 2.112], [-0.112, -0.414, 1.252], [-0.337, -0.305, -0.616], [1.138, 0.161, -1.401], [-0.659, -2.678, -1.326], [1.275, 0.285, 1.795], [1.497, -0.309, 3.271], [0.245, -0.530, 4.066], [-0.836, 1.350, 4.090], [-2.336, 0.010, 1.829], [-1.198, 1.446, 1.798], [-0.041, -1.506, 1.631], [0.881, 0.227, -2.360], [1.033, 1.417, 1.795], [2.156, 0.084, 1.091], [1.966, -1.360, 3.121], [2.314, 0.282, 3.840], [-0.002, -1.544, 4.115], [0.472, -0.262, 5.052], [-5.855, -4.562, -5.450], [-6.123, -4.938, -4.101], [-5.666, -4.066, -3.185], [-5.075, -3.039, -3.416], [-5.983, -4.538, -1.967], [-5.557, -3.707, -0.887], [-6.266, -5.335, -6.100], [-6.342, -3.614, -5.690], [-4.779, -4.499, -5.626], [-6.032, -2.725, -0.945], [-4.468, -3.610, -0.882], [-5.865, -4.184, 0.044], [3.723, 0.092, -2.596], [5.140, 0.250, -2.512], [5.656, -0.052, -1.309], [5.034, -0.429, -0.343], [6.985, 0.137, -1.367], [7.671, -0.148, -0.149], [3.416, 0.363, -3.608], [3.440, -0.947, -2.416], [3.220, 0.757, -1.893], [7.544, -1.197, 0.128], [7.323, 0.509, 0.652], [8.733, 0.040, -0.312], [1.035, 6.589, 5.763], [0.217, 5.448, 5.512], [-0.123, 4.759, 6.617], [0.201, 5.029, 7.748], [-0.886, 3.719, 6.241], [-1.326, 2.891, 7.320], [1.246, 7.065, 4.805], [0.510, 7.307, 6.397], [1.982, 6.292, 6.218], [-1.944, 3.462, 8.016], [-0.472, 2.446, 7.836], [-1.932, 2.087, 6.900], [1.502, 1.592, -7.346], [0.686, 0.456, -7.627], [0.328, -0.248, -6.540], [0.637, 0.003, -5.398], [-0.431, -1.280, -6.944], [-0.885, -2.119, -5.884], [1.729, 2.082, -8.293], [0.970, 2.301, -6.708], [2.443, 1.285, -6.882], [-1.511, -1.556, -5.188], [-0.038, -2.572, -5.362], [-1.486, -2.917, -6.321]],
  "e_lumo_ha": -0.0108,
  "homo_energy_ev": -8.28,
  "smiles": "O=C([O-])[C@@H]1C[C@@H](P(O)I)CC[NH2+]1.COC(=O)OC.COC(=O)OC.COC(=O)OC.COC(=O)OC"
}

> Number 3 is which compound?

C18H35F7N3O7PSSbSeSiTeTi

> What is the formula in the third record?

C18H35F7N3O7PSSbSeSiTeTi

> What is the formula in the fourth record?

C18H35INO15P